{
  "formula": "C41H68Br51N2",
  "method": "ωB97M-V/def2-TZVPD",
  "energy_ha": -132986.89606,
  "total_charge": 1,
  "orbital_gap_ev": 8.1,
  "symbols": ["C", "H", "Br", "C", "C", "Br", "H", "H", "C", "H", "C", "C", "C", "Br", "C", "H", "C", "H", "Br", "C", "H", "H", "Br", "C", "H", "Br", "H", "H", "C", "C", "Br", "H", "Br", "C", "Br", "H", "H", "H", "C", "C", "Br", "H", "Br", "Br", "N", "C", "Br", "Br", "H", "Br", "Br", "C", "N", "H", "Br", "H", "H", "Br", "Br", "H", "H", "H", "Br", "H", "Br", "H", "H", "H", "C", "C", "H", "Br", "Br", "Br", "Br", "H", "H", "H", "H", "H", "H", "Br", "H", "Br", "Br", "Br", "H", "H", "H", "Br", "C", "H", "C", "C", "Br", "C", "C", "Br", "Br", "H", "C", "H", "Br", "Br", "H", "Br", "H", "H", "H", "Br", "H", "Br", "Br", "C", "H", "Br", "H", "H", "Br", "C", "Br", "H", "C", "H", "C", "Br", "C", "H", "H", "H", "C", "C", "H", "H", "C", "H", "H", "C", "Br", "C", "Br", "Br", "Br", "C", "H", "H", "H", "Br", "H", "Br", "H", "C", "Br", "C", "H", "H", "C", "H", "Br", "C", "H", "H"],
  "positions_angstrom": [[4.386456, 3.910247, -0.228164], [0.442480, -6.242526, -5.524595], [8.775561, 1.617522, -0.907152], [0.045238, 0.051950, 2.097411], [-7.193625, 1.114186, -0.248926], [-7.874474, 0.686936, 3.595577], [0.876017, -4.120327, 1.149375], [0.535694, 0.974073, 2.380088], [-6.030890, 3.760225, -0.859803], [0.790443, -2.978304, -1.524941], [-4.490885, 0.042975, -2.834653], [0.252995, 2.847703, -5.262955], [-1.864527, 4.695296, -0.204125], [2.660163, -6.057335, 4.800055], [1.506161, -3.221752, -0.728146], [-8.102146, 0.604805, -0.578086], [10.935959, 1.586148, -6.881770], [-4.560298, -0.878358, -4.778231], [-0.117264, -3.178569, -4.785471], [-4.763063, -1.174220, -3.743838], [-4.096576, -4.984393, -1.837944], [-5.970579, 4.436860, -1.719526], [-0.591771, -3.699079, 10.684446], [-2.919951, -4.273784, -0.158066], [-6.714756, 0.492945, 0.514393], [-11.790756, 3.228886, -0.562496], [3.359242, 3.608739, 0.004852], [6.507641, 8.653304, 0.864108], [3.567771, 1.093898, -0.966490], [-3.937020, -2.424902, -3.416590], [-2.847835, 5.906066, -1.327268], [-7.911950, 4.446232, -0.041842], [-1.408305, 1.949300, -4.883187], [10.037048, 2.896087, -0.235892], [-12.351112, 1.579442, 6.371875], [-0.021616, 1.516744, 9.151256], [10.147415, 3.655525, -0.997790], [-1.389291, -2.885598, -0.670603], [-11.678608, 3.766164, 1.278765], [3.318208, -0.412820, -0.969065], [-2.996793, 3.939953, 1.168913], [4.117358, -0.550016, -2.971709], [2.215246, 1.754056, 6.342336], [1.615140, -6.350302, -3.360450], [-5.336808, 2.504387, -1.140867], [5.370162, 2.749089, -0.071292], [1.784288, -3.343541, 6.253211], [-0.869358, 0.472809, 11.224082], [-11.256457, 4.760883, 1.303274], [1.138229, -1.392752, 2.734983], [1.516441, 2.578074, -3.839776], [4.012661, -1.199260, -2.091193], [-7.604463, 2.403071, 0.422218], [2.227382, -2.081337, -2.861296], [3.741551, -3.245908, 3.779395], [-8.568207, 2.298832, 0.755926], [-4.768967, -0.036329, -0.667571], [9.383986, 4.041130, -3.946968], [11.768788, 2.120378, 0.057531], [-5.828642, -1.431342, -3.699311], [-3.440617, 0.017860, -2.519506], [-4.678429, 2.276248, -0.404534], [11.827988, 1.278632, -5.207811], [4.021156, -4.363776, 5.968066], [-0.518303, -0.760491, 8.326535], [1.280406, -4.308737, 9.202527], [-7.015323, 2.572976, 1.240882], [3.687891, -2.967767, -3.295930], [3.190800, -2.435693, -2.477201], [-4.011688, -2.841484, -1.944068], [-2.974171, -5.302375, 0.210469], [-13.383409, 3.824823, 2.140211], [2.249737, -9.197137, 3.465259], [9.360483, 3.790968, 1.324388], [-10.461296, 2.609947, 2.250355], [-5.963601, 1.764538, 4.739547], [2.396918, -0.494451, 5.325346], [6.350586, 3.086283, -0.427837], [3.771148, -10.593203, 2.115605], [1.658293, -5.261830, 0.053805], [2.970668, -4.447790, -1.712159], [6.529379, 2.742207, -4.456949], [-0.732326, -5.768584, 0.071698], [-1.702361, 0.059184, 2.915278], [11.221200, 3.375757, -7.523371], [9.057704, 1.180538, -6.771757], [-2.891094, -2.282813, -3.711233], [3.032410, 1.527120, -0.112905], [2.246433, -0.565499, -1.137774], [-6.957589, 3.743134, 3.622954], [5.051250, 1.491966, -0.902261], [5.501190, 2.495216, 0.987604], [1.128228, -2.452376, -6.065564], [-3.365194, -4.195880, -1.631692], [4.441363, -0.503635, 6.714015], [-0.436267, -4.813083, -0.375270], [3.176288, -4.277807, 5.298867], [2.429118, -3.768459, -6.585807], [-5.017612, 1.520133, 2.464506], [-1.107649, 5.270022, 0.310655], [3.136332, 0.268160, 5.537314], [1.538127, -2.339401, -0.080092], [7.167310, 6.431568, 0.008623], [-1.005331, 3.322182, -1.216949], [-5.547638, 4.253913, -0.010148], [4.277616, 7.633917, 0.562635], [3.685144, 5.346275, -1.698861], [5.640680, 0.646039, -0.526066], [-4.600887, 0.972319, -3.402823], [6.195522, 9.018748, -1.559751], [-11.595947, 3.223564, 4.701447], [2.017833, 0.339810, 9.896583], [3.912837, 0.786921, 3.857520], [-6.197505, 1.363307, -1.406602], [11.370449, 0.908063, -7.601645], [-1.414392, -6.946529, -4.054828], [5.410500, 4.975481, -1.824417], [-2.503776, -4.358620, -2.289901], [-9.721295, 3.366189, 6.303718], [-6.396200, 1.912629, 3.759525], [2.424100, -4.412517, 11.385225], [3.678990, -3.354078, -0.548451], [-5.378559, 0.085690, -1.574464], [-5.063753, -2.864602, -1.629792], [-7.509700, 3.552134, -0.522085], [0.893052, -8.671448, -5.415078], [6.101145, 8.027076, 0.083375], [-3.521983, -2.065424, -1.336376], [-1.293445, -3.394280, 1.017051], [4.646448, 4.679349, 0.509251], [0.395508, -6.956557, -4.713226], [3.724179, -9.524939, 2.269236], [5.027406, -1.509524, -1.811541], [-4.346150, -3.248067, -4.017363], [7.694701, 4.226317, -4.838977], [0.666776, 2.393102, -6.152051], [3.561068, -0.850468, 0.007826], [0.134695, 0.540701, 9.587507], [5.389519, -8.977396, 3.054701], [0.969762, -4.412246, 0.095323], [0.579798, -6.559781, 9.930905], [-0.013105, 4.712214, -5.626584], [6.854359, 5.907161, -4.440021], [-11.571174, 3.229896, 5.780496], [-6.073434, -0.761571, -1.585872], [-3.610684, -3.664817, 0.436990], [3.120412, 1.499152, -1.883531], [3.449774, -8.711483, 0.553517], [-6.763928, 1.542774, -2.328922], [-0.046176, -0.001350, 0.186671], [5.415675, 1.665092, -1.923175], [2.905578, -3.425700, -1.324323], [1.949040, -0.858016, -5.375522], [4.427969, 4.543728, -1.620757], [7.901022, 4.205952, -5.900482], [-0.397316, -4.924545, -1.465615], [0.967862, -4.691861, 10.163062], [4.187628, 3.818267, -2.405060], [-12.580205, 4.754149, 6.362388], [-1.483608, -3.753784, -0.001253], [-8.130418, 3.317762, -1.388168], [0.569815, -2.178844, -6.948833]],
  "forces_ev_per_angstrom": [[0.17, 0.19, -0.03], [0.00, 0.00, 0.00], [0.03, -0.16, -0.04], [0.18, -0.05, 0.01], [0.18, -0.28, -0.01], [0.05, -0.01, 0.01], [0.22, -0.14, -0.04], [-0.04, 0.02, 0.01], [-0.14, -0.07, -0.17], [0.17, -0.11, -0.04], [0.14, -0.18, 0.07], [-0.02, -0.04, 0.00], [-0.01, 0.03, -0.04], [0.03, 0.14, -0.02], [0.28, -0.01, 0.61], [0.05, 0.12, -0.04], [0.01, 0.00, 0.02], [-0.04, -0.11, 0.04], [-0.09, -0.03, -0.02], [0.20, 0.23, -0.05], [0.14, 0.00, -0.14], [0.00, -0.01, 0.12], [-0.03, -0.04, 0.08], [0.19, 0.10, -0.27], [-0.18, 0.14, -0.11], [0.03, 0.00, -0.01], [0.09, -0.07, 0.01], [0.00, 0.00, 0.00], [0.25, -0.23, 0.19], [-0.48, -0.20, 0.17], [-0.02, 0.02, 0.00], [-0.05, -0.14, 0.03], [-0.04, -0.05, -0.01], [-0.02, 0.11, -0.14], [0.01, -0.01, -0.01], [0.00, -0.01, -0.02], [0.03, -0.02, -0.02], [0.17, 0.02, 0.23], [-0.08, 0.01, -0.04], [-0.11, -0.08, -0.42], [0.12, 0.01, 0.10], [-0.01, -0.08, 0.03], [-0.03, 0.02, -0.02], [0.10, -0.02, 0.05], [-0.14, -0.13, 0.13], [0.07, -0.06, -0.27], [-0.09, -0.03, 0.09], [-0.01, 0.02, 0.03], [0.01, 0.00, 0.03], [-0.19, -0.01, 0.12], [0.10, -0.01, 0.04], [-0.04, -0.08, 0.06], [-0.31, -0.36, -0.57], [0.11, -0.14, -0.03], [0.15, -0.05, -0.06], [0.12, 0.14, 0.18], [-0.07, -0.01, -0.06], [0.06, 0.03, 0.03], [-0.03, 0.00, 0.03], [0.04, 0.06, -0.01], [-0.07, 0.06, -0.10], [0.08, 0.10, -0.09], [0.01, -0.02, 0.02], [0.00, 0.07, 0.00], [0.00, 0.05, -0.18], [0.02, 0.01, -0.04], [0.03, 0.09, -0.07], [-0.03, 0.10, 0.01], [0.22, -0.08, 0.15], [0.22, 0.26, -0.11], [-0.05, 0.08, 0.03], [0.01, -0.01, 0.01], [-0.08, -0.12, -0.05], [0.01, -0.02, 0.09], [-0.06, 0.04, 0.05], [0.00, 0.03, 0.01], [0.01, -0.02, 0.02], [-0.04, 0.14, 0.28], [0.01, 0.00, 0.01], [-0.06, 0.03, -0.07], [0.00, 0.04, 0.01], [-0.05, 0.01, 0.05], [0.07, 0.02, -0.10], [0.03, -0.03, -0.03], [0.01, 0.01, -0.01], [0.01, 0.00, 0.01], [-0.08, 0.01, 0.04], [-0.04, -0.03, -0.13], [0.15, 0.06, 0.22], [0.04, 0.10, 0.01], [-0.05, 0.05, -0.17], [-0.16, -0.03, -0.08], [0.03, -0.04, 0.10], [-0.28, 0.03, 0.24], [0.01, 0.06, 0.02], [0.20, 0.25, 0.15], [-0.01, -0.06, 0.07], [0.00, 0.01, 0.02], [0.09, -0.09, 0.32], [0.02, 0.00, -0.03], [-0.05, -0.08, -0.06], [-0.07, -0.09, -0.18], [0.10, 0.02, 0.10], [0.02, 0.09, -0.03], [-0.02, 0.00, -0.19], [-0.02, 0.08, 0.03], [0.14, -0.04, -0.01], [-0.05, 0.13, 0.07], [-0.12, -0.06, 0.09], [0.00, 0.01, -0.03], [0.00, 0.01, 0.00], [-0.01, -0.07, 0.06], [0.12, 0.07, -0.07], [-0.14, -0.12, 0.16], [-0.01, 0.02, -0.02], [-0.03, 0.01, -0.01], [-0.07, -0.12, -0.07], [-0.07, -0.06, 0.04], [0.00, 0.00, -0.01], [0.02, -0.14, 0.08], [0.01, 0.00, 0.00], [-0.12, 0.01, -0.03], [0.10, 0.07, -0.06], [0.10, -0.02, 0.04], [0.21, 0.34, 0.06], [-0.01, 0.00, 0.01], [-0.02, -0.03, -0.06], [-0.05, -0.10, -0.03], [-0.05, -0.08, -0.04], [-0.05, -0.12, -0.08], [-0.02, 0.07, -0.02], [0.04, 0.01, 0.05], [-0.09, 0.12, 0.02], [0.25, 0.06, -0.06], [-0.02, -0.01, -0.06], [0.00, -0.01, 0.00], [-0.06, 0.07, -0.04], [0.05, -0.02, 0.03], [0.01, 0.01, 0.00], [-0.36, 0.27, -0.05], [0.00, 0.00, -0.01], [-0.02, 0.01, 0.01], [0.01, 0.01, 0.02], [-0.06, 0.00, 0.04], [0.04, 0.07, 0.02], [0.03, -0.13, 0.05], [-0.01, 0.11, 0.20], [-0.05, 0.05, -0.04], [0.11, 0.08, 0.04], [-0.36, 0.16, -0.06], [-0.05, -0.09, 0.11], [-0.20, 0.08, -0.34], [-0.01, 0.17, -0.18], [-0.35, -0.02, 0.11], [0.00, -0.02, 0.00], [-0.16, -0.26, 0.09], [0.03, 0.02, -0.04], [0.14, 0.02, 0.03], [0.00, 0.01, 0.00], [-0.17, -0.05, -0.22], [0.08, -0.06, 0.07], [-0.02, 0.00, 0.01]]
}